# C54H41BaCl3FN7O10S2

C54H41BaCl3FN7O10S2 as an isolated structure (the ωB97M-V functional and the def2-TZVPD basis, the Open Molecules 2025 dataset).

Structure (ORCA input):
```
! RIJCOSX wB97M-V def2-TZVPD def2/J DEFGRID3
* xyz -2 1
Ba 0.6501 -0.7278 -0.4542
C 2.6617 -6.3296 6.0490
C 2.5450 -5.7777 4.6438
C 1.4127 -5.2157 4.1495
C 1.3986 -4.5973 2.9121
C 2.5218 -4.6173 2.1157
C 3.7016 -5.2251 2.5454
C 3.7023 -5.8481 3.7884
S 2.6039 -3.5940 0.6995
O 2.7205 -2.1493 1.0836
O 3.6892 -4.1331 -0.0904
N 1.2648 -3.6535 -0.2061
C 0.8484 -4.7825 -0.8371
C 1.5643 -5.9777 -0.9787
C 1.0981 -7.0419 -1.7139
C -0.2003 -6.9898 -2.2981
C -0.8988 -5.7966 -2.3368
C -2.0866 -5.6068 -3.0229
C -2.5303 -4.3092 -3.3074
C -1.8728 -3.2385 -2.6657
N -0.7391 -3.3556 -1.9427
C -0.3437 -4.6143 -1.6206
H 1.9157 -5.8156 6.6935
H 3.7278 -6.1964 6.3114
H 2.3444 -7.3982 6.0992
H 0.5766 -5.1898 4.8391
H 0.4712 -4.1134 2.5786
H 4.5550 -5.2886 1.8502
H 4.5783 -6.4277 4.1963
H 2.5575 -6.0475 -0.4897
H 1.7654 -7.9183 -1.8408
H -0.6409 -7.8718 -2.7122
H -2.5537 -6.5436 -3.3578
H -3.4582 -4.0887 -3.8526
H -2.1780 -2.2748 -2.9980
O 3.7546 0.3797 -1.1370
C 4.3685 1.4016 -0.8547
C 3.8299 2.5868 -0.1693
C 4.4809 3.8128 -0.1598
C 3.8425 4.9408 0.4196
C 2.6008 4.8331 1.0546
C 2.0244 3.6134 1.1800
C 2.5506 2.4130 0.6156
O 1.9634 1.2871 0.7035
N 4.6450 6.0731 0.7892
O 4.1007 6.9720 1.4534
O 5.8707 6.1362 0.4776
H 5.4618 1.4091 -0.9693
H 5.5146 3.8560 -0.3137
H 2.2737 5.7310 1.5913
H 1.0684 3.3693 1.7129
O -0.0281 -0.0965 -3.1226
C 0.7583 0.5720 -3.8796
C 0.1939 1.7919 -4.5267
C 0.6828 2.2943 -5.6840
C 1.9188 1.9324 -6.2241
C 2.6307 0.9911 -5.5349
C 2.0748 0.2192 -4.4581
C 2.7392 -0.9300 -3.9503
N 2.4244 -1.6450 -2.7908
C 3.3284 -2.6811 -2.8561
C 4.1846 -2.6177 -3.9593
N 3.8545 -1.4178 -4.5642
H -0.7223 2.1773 -4.0674
H 0.0500 2.9001 -6.3428
H 2.3391 2.2703 -7.1372
H 3.5597 0.7144 -5.9216
H 3.4183 -3.5591 -2.1364
H 4.8513 -3.4157 -4.4099
H 4.2879 -1.0257 -5.3650
O 0.3578 -0.5215 2.6242
O -0.8347 -0.6029 1.8386
F -0.6418 -1.7864 7.5838
C -0.3889 -0.9302 6.5252
C -1.4966 -0.6266 5.7119
C -1.2811 -0.3904 4.3511
C 0.0683 -0.4123 3.9180
C 1.1395 -0.3436 4.8793
C 0.9256 -0.6024 6.1904
H -2.5356 -0.5843 6.1121
H -2.1139 -0.2085 3.6766
H 2.1749 -0.1116 4.4914
H 1.6793 -0.5782 6.9794
Cl -5.1020 2.7179 5.5414
C -4.8637 3.0010 3.8342
C -3.6351 3.3447 3.2227
C -3.5187 3.6010 1.8321
C -4.6088 3.4103 0.9812
C -4.6400 3.6616 -0.5781
C -4.7755 2.3018 -1.3100
N -3.9301 1.2146 -0.7890
C -4.2880 0.0491 -0.1506
C -3.1812 -0.7755 -0.1205
N -2.0901 -0.0559 -0.5881
C -2.5889 1.1308 -0.9536
O -3.4168 4.3302 -1.0927
C -3.7191 5.7848 -1.2610
C -2.6158 6.4088 -2.0796
C -1.3674 5.8816 -2.2073
Cl -0.6926 4.6805 -1.2802
S -0.4478 6.6909 -3.5040
C -1.7909 7.6909 -3.8878
C -2.8284 7.4879 -3.0299
C -5.8600 3.1425 1.5741
Cl -7.3154 3.0499 0.7855
C -5.9883 2.8992 2.9544
H -2.7839 3.5180 3.9249
H -2.5338 3.9621 1.4263
H -5.5402 4.3155 -0.7995
H -4.4432 2.5469 -2.3291
H -5.7816 1.9057 -1.3126
H -5.2997 -0.1370 0.2375
H -3.0817 -1.7349 0.3676
H -1.9443 1.9000 -1.3493
H -3.7089 6.1709 -0.2073
H -4.6451 5.8393 -1.8238
H -1.6465 8.5237 -4.6138
H -3.7056 8.0963 -2.9326
H -6.9427 2.6101 3.3442
*
```

Its LUMO energy is 3.01 eV. The total energy is -150213.7313 eV. As for the HOMO energy: -0.0703 Ha. The value obtained for the HOMO-LUMO gap is 4.9 eV.



# C54H42BrNO8S2Ti

C54H42BrNO8S2Ti as an isolated structure (the ωB97M-V functional and the def2-TZVPD basis, the Open Molecules 2025 dataset).

Structure (ORCA input):
```
! RIJCOSX wB97M-V def2-TZVPD def2/J DEFGRID3
* xyz -2 1
Ti 0.0363 -0.0170 -0.0397
Br 3.5140 -0.6814 -0.1465
C 3.7817 1.1339 -0.5636
C 5.0798 1.5578 -0.5365
C 5.4148 2.8649 -0.9545
C 4.4320 3.6743 -1.4365
C 3.0790 3.2405 -1.4816
C 2.1132 4.0847 -2.0866
C 0.8222 3.6711 -2.1669
C 0.4380 2.4510 -1.5642
C 1.2965 1.5856 -0.9190
C 2.6865 1.9647 -0.9688
H 5.8502 0.8693 -0.2164
H 6.4476 3.1948 -0.9268
H 4.6639 4.6644 -1.8154
H 2.4312 5.0423 -2.4890
H 0.0725 4.2904 -2.6477
H -0.6122 2.2006 -1.6149
C -2.0306 2.7669 5.5692
C -0.7168 2.6150 4.8374
C 0.4496 3.2663 5.5467
O -0.4355 1.2394 4.6684
C -0.4810 0.8661 3.2869
C -0.5389 2.1964 2.5355
O -0.8421 3.1686 3.5373
C -1.5706 2.2449 1.3926
O -1.2944 1.1897 0.5147
C -3.0061 2.1435 1.9448
C -3.6317 3.2344 2.5539
C -4.9199 3.1254 3.0567
C -5.6116 1.9197 2.9558
C -5.0027 0.8408 2.3312
C -3.7107 0.9544 1.8195
C -1.4859 3.5813 0.6355
C -2.3726 3.7719 -0.4259
C -2.3974 4.9603 -1.1329
C -1.5255 5.9947 -0.7899
C -0.6362 5.8114 0.2554
C -0.6170 4.6097 0.9657
C 0.7717 0.0243 2.9484
O 0.8187 -0.0120 1.5508
C 0.6852 -1.4074 3.4705
C 1.4069 -2.3831 2.7945
C 1.3667 -3.7066 3.2061
C 0.6049 -4.0736 4.3103
C -0.1184 -3.1038 4.9904
C -0.0825 -1.7774 4.5713
C 2.0217 0.7299 3.4911
C 2.6931 1.6661 2.7112
C 3.7903 2.3610 3.2106
C 4.2372 2.1200 4.5048
C 3.5801 1.1761 5.2867
C 2.4830 0.4901 4.7818
H -1.9437 2.3427 6.5739
H -2.8168 2.2443 5.0230
H -2.2995 3.8246 5.6460
H 0.5949 2.8103 6.5308
H 0.2586 4.3358 5.6696
H 1.3581 3.1248 4.9572
H -1.3616 0.2562 3.0815
H 0.4298 2.4323 2.0989
H -3.1029 4.1772 2.6365
H -5.3855 3.9831 3.5296
H -6.6194 1.8313 3.3489
H -5.5274 -0.1026 2.2257
H -3.2599 0.1163 1.2996
H -3.0448 2.9617 -0.6899
H -3.0920 5.0836 -1.9566
H -1.5354 6.9269 -1.3440
H 0.0586 6.5995 0.5232
H 0.0777 4.4972 1.7877
H 1.9523 -2.1148 1.8984
H 1.9024 -4.4547 2.6325
H 0.5530 -5.1110 4.6207
H -0.7330 -3.3778 5.8412
H -0.6701 -1.0411 5.1021
H 2.3656 1.8410 1.6984
H 4.3007 3.0757 2.5730
H 5.0967 2.6527 4.8977
H 3.9219 0.9701 6.2958
H 1.9778 -0.2423 5.3988
S -1.8139 -1.7983 0.8966
C -1.6498 -3.1920 -0.1590
C -2.7067 -4.0887 -0.3601
C -2.5917 -5.1958 -1.1970
C -1.3934 -5.4243 -1.8632
C -0.3353 -4.5366 -1.6775
C -0.4360 -3.4276 -0.8293
S 0.9565 -2.3736 -0.5832
H -3.6405 -3.8929 0.1586
H -3.4350 -5.8658 -1.3328
H -1.2843 -6.2731 -2.5308
H 0.6042 -4.6909 -2.2006
O 0.9298 -0.3541 -3.1474
C -0.2609 -0.3198 -2.9295
O -0.8931 -0.2647 -1.7903
C -1.1992 -0.2468 -4.1215
C -2.5656 -0.1089 -3.9325
C -3.4307 -0.0125 -5.0191
C -2.9299 -0.0628 -6.3078
C -1.5653 -0.2082 -6.4656
C -0.6863 -0.2966 -5.4100
N -1.0195 -0.2678 -7.8630
O -1.8141 -0.2001 -8.7822
O 0.1779 -0.3809 -7.9965
H -2.9315 -0.0923 -2.9140
H -4.4961 0.0926 -4.8619
H -3.5687 0.0037 -7.1760
H 0.3799 -0.3998 -5.5536
*
```

Its LUMO energy is 3.69 eV. The total energy is -189382.7307 eV. As for the HOMO energy: -0.0512 Ha. The value obtained for the HOMO-LUMO gap is 5.1 eV.



# C54H43As2BrF5N5O2S2SeSn

C54H43As2BrF5N5O2S2SeSn as an isolated structure (the ωB97M-V functional and the def2-TZVPD basis, the Open Molecules 2025 dataset).

Structure (ORCA input):
```
! RIJCOSX wB97M-V def2-TZVPD def2/J DEFGRID3
* xyz 0 1
Sn -0.0928 1.5525 0.3191
C 1.2940 6.2816 1.0212
S 2.4147 5.3496 -0.0508
C 2.2325 3.7084 0.5136
S 1.1967 3.2736 1.8688
N 2.9583 2.8134 -0.0537
N 2.7469 1.5660 0.4209
C 3.7148 0.9890 1.0113
C 3.5035 -0.2352 1.7844
C 4.5616 -0.8067 2.4922
C 4.2965 -1.8393 3.3734
C 2.9884 -2.2694 3.5295
C 2.0098 -1.6744 2.7473
N 2.2535 -0.6873 1.8985
H 1.2910 7.2983 0.6340
H 0.2945 5.8600 0.9734
H 1.6671 6.2654 2.0415
H 4.6959 1.4626 1.0656
H 5.5710 -0.4412 2.3543
H 5.0944 -2.2917 3.9474
H 2.7292 -3.0499 4.2314
H 0.9742 -1.9962 2.8091
C 0.1586 -1.2115 -4.1632
C -0.0576 -2.5494 -3.4609
As 0.5907 -2.4325 -1.6008
C 2.4632 -2.7958 -2.0407
C 3.3778 -1.7561 -1.9030
C 4.7143 -1.9356 -2.2311
C 5.1501 -3.1598 -2.7131
C 4.2423 -4.1978 -2.8793
C 2.9087 -4.0140 -2.5492
C 0.0408 -4.2129 -0.9914
C 0.8958 -5.0637 -0.2928
C 0.4498 -6.2897 0.1782
C -0.8693 -6.6738 -0.0150
C -1.7446 -5.8129 -0.6598
C -1.2911 -4.5948 -1.1443
As -0.6918 0.2958 -3.2013
C -0.6945 1.5907 -4.6717
C 0.0791 2.7351 -4.4916
C 0.0871 3.7443 -5.4415
C -0.6748 3.6120 -6.5937
C -1.4518 2.4786 -6.7815
C -1.4656 1.4770 -5.8215
C -2.5551 -0.3106 -3.2779
C -3.4261 0.1319 -2.2837
C -4.7684 -0.2152 -2.2965
C -5.2560 -1.0594 -3.2832
C -4.3952 -1.5376 -4.2601
C -3.0616 -1.1559 -4.2620
H -0.2001 -1.2540 -5.1946
H 1.2288 -0.9877 -4.2091
H 0.4711 -3.3551 -3.9750
H -1.1201 -2.8001 -3.4470
H 3.0315 -0.7962 -1.5374
H 5.4141 -1.1173 -2.1150
H 6.1904 -3.3027 -2.9756
H 4.5768 -5.1504 -3.2705
H 2.2111 -4.8324 -2.6851
H 1.9233 -4.7675 -0.1197
H 1.1371 -6.9488 0.6939
H -1.2126 -7.6367 0.3401
H -2.7827 -6.0910 -0.7919
H -1.9883 -3.9323 -1.6479
H 0.6524 2.8474 -3.5765
H 0.6792 4.6354 -5.2770
H -0.6738 4.3983 -7.3375
H -2.0575 2.3790 -7.6733
H -2.1062 0.6161 -5.9693
H -3.0411 0.7566 -1.4847
H -5.4328 0.1697 -1.5326
H -6.2998 -1.3452 -3.2918
H -4.7636 -2.2087 -5.0259
H -2.4129 -1.5337 -5.0448
C -2.9913 -1.7717 0.8485
O -2.2231 -0.7885 1.5272
C -2.1329 -0.9236 2.8690
C -2.9772 -1.7063 3.6364
C -2.7406 -1.8269 4.9999
Br -3.9003 -2.9166 6.0350
C -1.6724 -1.2162 5.6080
C -0.8134 -0.4198 4.8432
C -1.0648 -0.2431 3.4745
O -0.2831 0.5423 2.7098
C 0.3801 0.1927 5.4143
N 1.3219 0.7343 4.6770
C 2.2961 1.1812 5.5409
C 3.5058 1.8206 5.2857
C 4.2750 2.1801 6.3738
C 3.8621 1.9093 7.6850
C 2.6735 1.2586 7.9549
C 1.9024 0.8932 6.8596
N 0.6835 0.2552 6.7436
H -2.7864 -2.7688 1.2470
H -2.6816 -1.7336 -0.1910
H -4.0605 -1.5559 0.9135
H -3.8135 -2.2236 3.1911
H -1.4949 -1.3671 6.6634
H 0.5272 0.7887 3.2663
H 3.8075 2.0285 4.2681
H 5.2181 2.6864 6.2177
H 4.4893 2.2247 8.5079
H 2.3604 1.0498 8.9694
H 0.1127 -0.0640 7.5053
F -5.8990 5.5646 -3.5884
C -4.9240 5.1996 -2.7568
C -4.1161 4.1178 -3.0589
F -4.3103 3.4310 -4.1870
C -3.1034 3.7669 -2.1874
F -2.3020 2.7551 -2.5206
C -2.8747 4.4217 -0.9894
Se -1.4593 3.9545 0.2087
C -3.6945 5.5156 -0.7218
F -3.5047 6.2221 0.3955
C -4.7017 5.9066 -1.5855
F -5.4646 6.9661 -1.3051
*
```

Its LUMO energy is -0.11 eV. The total energy is -366395.6454 eV. As for the HOMO energy: -0.2754 Ha. The value obtained for the HOMO-LUMO gap is 7.4 eV.



Number 1: maximum force 4.2 eV/Å. Number 2: maximum force 1.5 eV/Å. Number 3: maximum force 1.3 eV/Å.